Entry from the Open Molecules 2025 dataset: the molecule C18H18ClNO3 (ωB97M-V/def2-TZVPD).

```
41
Properties=species:S:1:pos:R:3:forces:R:3:mulliken_charge:R:1
H 1.16499 1.11303 1.98286 -0.077 -0.025 0.015 0.468
N -0.74802 -0.34602 0.35259 -0.013 0.165 -0.038 0.264
C -1.83069 0.13422 -0.28797 -0.089 0.130 0.049 1.154
C 0.67771 2.32837 -1.73048 -0.229 0.145 -0.045 -0.974
H 2.61453 -3.68099 -1.03030 -0.039 -0.077 -0.040 0.463
C 1.59762 -1.87877 -0.53304 0.197 0.004 0.022 0.530
H 0.06862 2.59855 -2.59357 0.073 -0.103 -0.049 0.390
H -0.59817 3.34755 -0.34592 -0.035 0.073 0.033 0.298
Cl 0.15267 -2.54576 -1.21100 -0.045 -0.587 -0.190 -0.172
H 0.80256 4.29128 -0.87322 -0.053 0.018 0.005 0.430
C 1.67043 -0.60123 0.03355 0.041 -0.122 -0.002 -0.613
C -0.78872 -1.20566 1.51227 -0.079 -0.197 0.241 -1.328
O -4.24224 0.18221 -0.24854 0.221 0.543 -0.099 -0.343
H 4.97130 -0.65771 0.84619 0.081 0.034 0.032 0.418
H -0.60630 -2.24806 1.24604 0.000 0.005 0.065 0.343
C 2.91519 -0.19830 0.51249 -0.076 -0.043 0.048 -0.526
H -5.46429 -2.80691 0.14906 -0.187 -0.136 0.004 0.464
O 0.34713 0.06729 -2.32455 0.099 0.208 0.023 -0.644
C -5.27869 -0.65174 -0.15356 -0.251 -0.830 0.111 -0.545
C -3.11793 -0.54953 -0.09696 0.076 -0.967 0.096 -0.547
C 0.62328 1.49079 1.11209 0.191 0.124 0.004 -1.408
H -1.76071 -1.12781 1.99762 0.102 -0.016 0.031 0.598
C 2.71420 -2.70253 -0.58729 -0.071 -0.024 0.009 -0.789
H -6.26037 -0.22838 -0.23664 -0.072 0.158 -0.022 0.487
H 1.72633 2.34894 -2.04805 -0.003 0.015 -0.027 0.349
C 0.38112 0.87792 -1.42961 0.628 0.039 -0.372 0.711
H 2.28999 2.66720 0.35131 0.080 0.050 0.029 0.284
C -4.85509 -1.93292 0.04500 -0.350 0.432 -0.080 -0.574
C 4.02888 -1.01521 0.45994 0.100 -0.012 -0.017 -1.147
C -3.44656 -1.87129 0.08275 0.306 0.776 -0.090 -0.310
O -1.72440 1.09859 -1.04315 -0.556 0.259 0.197 -0.597
H -0.01734 -0.89301 2.21475 -0.028 0.017 0.035 0.327
C 0.46549 3.29497 -0.58101 0.241 -0.017 -0.045 -0.742
C 1.24180 2.79712 0.62757 -0.228 0.051 0.043 -0.774
H 4.79227 -2.92671 -0.14471 0.071 -0.070 -0.005 0.396
H 3.02952 0.78409 0.93808 -0.044 0.119 0.071 0.293
H 1.19709 3.52446 1.44148 0.084 -0.026 0.010 0.407
H -0.39251 1.72711 1.44055 0.052 -0.045 -0.005 0.464
C 3.93118 -2.27866 -0.09237 -0.012 0.080 0.026 -0.475
C 0.49989 0.36795 0.05468 -0.345 -0.019 -0.116 2.493
H -2.77175 -2.69445 0.19106 0.236 -0.130 0.046 0.478
```
Positions in Å, forces in eV/Å.

As for the net charge: 0. The value obtained for the LUMO energy is 0.69 eV. The calculation puts the energy above the lowest of the compared OMol25 structures with the same formula, charge and spin at 220.11 kJ/mol. The spin multiplicity is 1. The SMILES is CN(C(=O)c1ccco1)[C@]1(c2ccccc2Cl)CCCCC1=O. The calculation puts the electronic energy at -1437.363036 a.u. The molecular weight comes out at 331.80 g/mol.